[1]
DFT (ωB97M-V with the def2-TZVPD basis set) results for a 2-piece molecular cluster, C2H2N2O4 overall in a non-equilibrium geometry.

The geometry in XYZ format:
```
10
C2H2N2O4 (ωB97M-V with the def2-TZVPD basis set)
C -0.169 -0.232 0.286
C -1.111 -1.006 -1.868
N -0.261 -0.217 -0.913
N 1.381 1.091 0.730
O -0.663 -2.045 -2.295
O -0.417 -0.728 1.344
O -2.124 -0.417 -2.166
O 1.466 1.052 2.175
H 1.135 2.064 0.536
H 0.763 0.437 2.169
```

Results
- HOMO: 0.032 Eh
- Net charge: -2
- Energy above the lowest of the compared OMol25 structures with the same formula, charge and spin: 243.3 kJ/mol
- Total energy: -13273.1323 eV

---

[2]
DFT (ωB97M-V with the def2-TZVPD basis set) results for C38H67ClGeN11O2W as an isolated structure in a non-equilibrium geometry.

The geometry in XYZ format:
```
121
C38H67ClGeN11O2W (ωB97M-V with the def2-TZVPD basis set)
W 0.065 1.138 -0.126
C -2.502 -5.285 -1.382
N -2.425 -4.592 -2.648
C -3.083 -5.241 -3.759
C -2.295 -3.176 -2.632
N -1.226 -2.573 -2.275
C -0.025 -3.349 -2.098
C 1.274 -2.566 -2.228
N 1.689 -1.588 -1.214
C 2.938 -0.989 -1.652
C 2.897 0.491 -1.997
N 2.587 1.324 -0.812
C 3.602 1.956 -0.351
N 3.567 2.905 0.697
C 3.243 2.303 1.994
C 2.802 4.115 0.350
N 4.914 1.768 -0.873
C 5.696 0.818 -0.094
C 5.633 3.011 -1.107
C 1.798 -2.126 0.124
C 1.697 -1.007 1.176
N 0.392 -0.361 1.328
C -0.625 -1.236 2.069
N -1.157 -0.569 3.286
C -1.849 0.697 3.182
C -1.943 -1.410 4.186
N 0.026 -2.429 2.596
C -0.026 -3.756 2.059
C 0.845 -2.339 3.779
N -3.382 -2.477 -3.080
C -3.231 -1.072 -3.411
C -4.734 -2.934 -2.818
H -3.537 -5.566 -1.135
H -2.136 -4.640 -0.585
H -1.903 -6.203 -1.402
H -2.533 -6.149 -4.028
H -3.086 -4.573 -4.618
H -4.119 -5.535 -3.538
H 0.033 -4.131 -2.866
H -0.022 -3.885 -1.138
H 1.256 -2.051 -3.193
H 2.060 -3.344 -2.281
H 3.324 -1.545 -2.515
H 3.685 -1.094 -0.858
H 2.186 0.705 -2.786
H 3.888 0.749 -2.357
H 3.985 1.536 2.233
H 2.250 1.857 2.027
H 3.306 3.081 2.752
H 1.726 3.949 0.323
H 3.123 4.468 -0.632
H 3.039 4.882 1.086
H 6.595 0.557 -0.655
H 5.119 -0.091 0.072
H 6.002 1.221 0.882
H 5.062 3.638 -1.792
H 6.585 2.768 -1.580
H 5.824 3.576 -0.187
H 2.748 -2.670 0.281
H 0.992 -2.834 0.268
H 2.413 -0.231 0.898
H 2.067 -1.421 2.112
H -1.427 1.302 2.391
H -1.742 1.218 4.138
H -2.924 0.576 2.985
H -1.602 -2.441 4.190
H -3.008 -1.411 3.925
H -1.845 -1.004 5.200
H -0.615 -3.807 1.149
H -0.467 -4.460 2.784
H 0.984 -4.131 1.830
H 0.972 -1.299 4.066
H 1.833 -2.790 3.602
H 0.399 -2.878 4.629
H -2.344 -0.939 -4.030
H -3.119 -0.444 -2.526
H -4.107 -0.758 -3.981
H -4.734 -3.805 -2.168
H -5.260 -3.183 -3.747
H -5.293 -2.150 -2.307
Cl -0.326 4.901 -6.783
C -0.288 4.344 -5.116
C -0.381 5.277 -4.091
C -0.325 4.836 -2.772
C -0.175 3.483 -2.450
O -0.099 3.111 -1.199
C -0.106 2.535 -3.529
C -0.006 1.180 -3.208
O 0.017 0.747 -1.974
C -0.166 2.998 -4.863
H -0.501 6.327 -4.320
H -0.398 5.542 -1.953
H 0.032 0.426 -3.992
H -0.119 2.289 -5.681
N -1.697 0.604 0.106
C -2.466 -0.358 0.546
C -3.870 -0.268 0.516
C -4.701 -1.287 0.935
C -4.120 -2.475 1.460
C -2.779 -2.627 1.574
C -1.776 -1.621 1.073
H -4.278 0.668 0.147
H -5.777 -1.179 0.891
H -4.771 -3.272 1.808
H -2.408 -3.539 2.021
H -1.248 -2.037 0.197
C 0.685 2.135 4.468
Ge 0.042 3.362 3.051
C 1.158 5.008 3.204
C -1.707 4.106 3.627
C -0.079 2.687 1.250
H 1.749 2.281 4.669
H 0.521 1.099 4.162
H 0.138 2.317 5.396
H 0.769 5.628 4.014
H 1.113 5.585 2.278
H 2.204 4.782 3.417
H -1.654 4.441 4.665
H -2.516 3.384 3.529
H -1.946 4.968 3.000
H -0.538 3.541 0.744
```

Results
- Spin multiplicity: 3
- HOMO (alpha / beta): -0.084 / -0.132 Eh
- Net charge: -1
- Energy above the lowest of the compared OMol25 structures with the same formula, charge and spin: 69.6 kJ/mol
- Total energy: -131838.4591 eV

---

[3]
DFT (ωB97M-V with the def2-TZVPD basis set) results for a 2-piece molecular cluster, C3H7N4O2S2 overall in a non-equilibrium geometry.

The geometry in XYZ format:
```
18
C3H7N4O2S2 (ωB97M-V with the def2-TZVPD basis set)
C 0.505 0.850 0.181
C 1.602 -1.378 0.273
C 3.741 -0.397 -0.325
N 1.762 0.875 -0.098
N 2.332 -0.350 -0.038
N -0.313 1.896 0.178
N -3.856 -1.377 0.201
O -3.024 0.947 0.776
O -2.947 0.137 -1.604
S -0.061 -0.823 0.501
S -2.938 -0.090 -0.205
H 4.094 -1.422 -0.258
H 3.907 -0.003 -1.328
H 4.274 0.237 0.386
H 0.086 2.805 0.002
H -1.222 1.854 0.612
H -4.022 -1.596 1.175
H -3.921 -2.165 -0.429
```

Results
- HOMO (alpha / beta): -0.512 / -0.452 Eh
- Net charge: +1
- Energy above the lowest of the compared OMol25 structures with the same formula, charge and spin: 180.5 kJ/mol
- Total energy: -34938.8732 eV

---

[4]
DFT (ωB97M-V with the def2-TZVPD basis set) results for the molecule C3H2ClNO2S in a non-equilibrium geometry.

The geometry in XYZ format:
```
10
C3H2ClNO2S (ωB97M-V with the def2-TZVPD basis set)
C -1.348 -0.175 0.021
C -0.264 -1.210 0.115
C 0.860 -0.496 -0.038
H 1.510 2.594 -0.320
H -0.374 -2.282 0.100
N 0.648 0.857 -0.307
O 1.179 1.879 0.342
O -0.707 1.000 -0.176
S -2.957 -0.270 0.033
Cl 2.492 -0.808 -0.004
```

Results
- HOMO: -0.321 Eh
- Energy above the lowest of the compared OMol25 structures with the same formula, charge and spin: 215.6 kJ/mol
- SMILES: On1oc(=S)cc1Cl
- Total energy: -32081.9533 eV